Molecular formula: C29H32FLaN4O8
Method: DFT, ωB97M-V with the def2-TZVPD basis set

Geometry (Å):
1 La -18.462 -4.136 -5.423
2 O -18.676 -3.950 -2.797
3 C -18.623 -5.143 -1.927
4 C -17.790 -6.253 -2.585
5 N -18.289 -6.668 -3.878
6 C -17.342 -7.568 -4.517
7 C -17.431 -7.494 -6.011
8 O -16.769 -8.544 -6.709
9 O -17.918 -6.566 -6.599
10 C -19.668 -7.207 -3.958
11 C -20.451 -6.749 -5.184
12 O -21.088 -7.571 -5.803
13 O -20.420 -5.448 -5.409
14 H -17.931 -3.352 -2.581
15 H -19.682 -5.433 -1.788
16 H -18.134 -4.852 -0.958
17 H -17.799 -7.121 -1.883
18 H -16.841 -5.737 -2.829
19 H -17.417 -8.572 -4.057
20 H -16.286 -7.210 -4.270
21 H -20.243 -6.882 -3.119
22 H -19.530 -8.296 -3.857
23 F -14.311 -7.150 -10.155
24 C -14.019 -7.088 -8.821
25 C -14.720 -6.189 -8.133
26 C -14.307 -5.835 -6.776
27 C -15.177 -4.922 -6.017
28 O -16.226 -4.494 -6.631
29 C -14.710 -4.634 -4.709
30 C -13.491 -5.084 -4.283
31 N -12.723 -5.922 -4.984
32 C -11.473 -6.482 -4.494
33 C -11.056 -6.531 -3.117
34 C -11.161 -7.837 -3.856
35 C -13.211 -6.457 -6.194
36 C -12.593 -7.507 -6.936
37 C -12.907 -7.779 -8.283
38 N -12.106 -8.596 -9.086
39 C -12.641 -9.490 -10.082
40 C -12.847 -10.860 -9.515
41 N -11.630 -11.532 -8.927
42 C -11.017 -10.586 -8.027
43 C -10.907 -9.136 -8.523
44 C -15.491 -3.856 -3.629
45 O -15.131 -3.799 -2.460
46 O -16.566 -3.335 -4.094
47 H -15.561 -5.745 -8.540
48 H -13.252 -4.862 -3.249
49 H -10.667 -6.086 -5.128
50 H -11.758 -6.403 -2.284
51 H -10.119 -6.020 -2.824
52 H -12.081 -8.415 -3.692
53 H -10.218 -8.293 -4.231
54 H -11.780 -8.000 -6.400
55 H -11.826 -9.612 -10.824
56 H -13.465 -9.114 -10.614
57 H -13.177 -11.479 -10.383
58 H -13.642 -10.914 -8.747
59 H -11.025 -11.599 -9.760
60 H -16.742 -9.376 -6.221
61 H -10.023 -10.863 -7.764
62 H -11.506 -10.586 -6.992
63 H -10.193 -9.094 -9.388
64 H -10.401 -8.569 -7.702
65 C -21.535 0.104 -5.683
66 C -20.649 -0.362 -4.730
67 C -19.833 -1.447 -5.033
68 C -19.820 -2.130 -6.253
69 C -20.748 -1.616 -7.203
70 C -21.564 -0.510 -6.934
71 H -22.303 0.847 -5.470
72 H -20.586 0.048 -3.705
73 H -19.147 -1.687 -4.193
74 H -20.732 -2.079 -8.193
75 H -22.239 -0.117 -7.697

* total charge: 0
* total energy: -2076.73355 hartree
* HOMO-LUMO gap: 7.08 eV
* max |F|: 3.68 eV/A
* multiplicity: 1